[1]
C22H18BF2N4O4RuS as an isolated structure. Source: the OMol25 dataset; level of theory: wB97M-V/def2-TZVPD.

Atoms and positions in Å:
1 Ru -0.840 0.716 0.300
2 O 1.085 -0.024 0.266
3 N 2.035 0.753 -0.262
4 N 1.557 1.868 -0.604
5 O 0.323 2.251 -0.473
6 C 2.484 2.817 -1.181
7 C 2.155 4.159 -1.117
8 C 3.032 5.082 -1.664
9 C 4.208 4.660 -2.265
10 C 4.515 3.307 -2.322
11 C 3.652 2.370 -1.779
12 H 1.231 4.460 -0.647
13 H 2.792 6.136 -1.619
14 H 4.887 5.385 -2.693
15 H 5.428 2.975 -2.797
16 H 3.872 1.313 -1.817
17 C -2.443 -5.687 -3.607
18 C -2.112 -4.850 -2.404
19 C -1.871 -5.439 -1.167
20 C -1.582 -4.665 -0.054
21 C -1.526 -3.287 -0.190
22 C -1.766 -2.673 -1.412
23 C -2.058 -3.460 -2.509
24 S -1.191 -2.312 1.237
25 O 0.294 -2.002 1.285
26 O -1.566 -3.080 2.382
27 N -1.882 -0.917 1.055
28 C -3.279 -0.790 1.044
29 C -4.216 -1.730 1.408
30 C -5.590 -1.425 1.337
31 C -6.033 -0.202 0.920
32 C -5.098 0.788 0.538
33 C -5.469 2.080 0.095
34 C -4.497 2.968 -0.260
35 C -3.146 2.581 -0.189
36 N -2.759 1.388 0.211
37 C -3.726 0.486 0.591
38 H -2.274 -6.745 -3.414
39 H -1.837 -5.394 -4.465
40 H -3.491 -5.559 -3.888
41 H -1.913 -6.517 -1.070
42 H -1.408 -5.117 0.913
43 H -1.715 -1.594 -1.496
44 H -2.244 -2.990 -3.467
45 H -3.905 -2.698 1.774
46 H -6.303 -2.184 1.630
47 H -7.090 0.026 0.877
48 H -6.517 2.345 0.044
49 H -4.741 3.965 -0.600
50 H -2.355 3.262 -0.476
51 F 1.124 -2.045 -0.966
52 B 1.337 -1.542 0.286
53 F 2.571 -1.798 0.793

As for the spin multiplicity: 2. As for the orbital gap (spin up / spin down): 6.761 / 6.170 eV. The max |F| comes out at 0.35 eV/Å. The HOMO energy (spin up / spin down) comes out at -6.938 / -6.501 eV. For the lowest unoccupied orbital energy (spin up / spin down), the calculation gives -0.18 / -0.33 eV.

Löwdin charges in e: atom 1 (Ru): 0.985, atom 2 (O): -0.131, atom 3 (N): 0.160, atom 4 (N): -0.193, atom 5 (O): -0.202, atom 6 (C): -0.157, atom 7 (C): -0.006, atom 8 (C): -0.068, atom 9 (C): -0.078, atom 10 (C): -0.069, atom 11 (C): -0.007, atom 12 (H): 0.116, atom 13 (H): 0.107, atom 14 (H): 0.105, atom 15 (H): 0.108, atom 16 (H): 0.117, atom 17 (C): -0.046, atom 18 (C): -0.259, atom 19 (C): -0.026, atom 20 (C): -0.033, atom 21 (C): -0.276, atom 22 (C): -0.047, atom 23 (C): -0.021, atom 24 (S): 0.758, atom 25 (O): -0.067, atom 26 (O): -0.243, atom 27 (N): -0.251, atom 28 (C): -0.244, atom 29 (C): -0.013, atom 30 (C): -0.068, atom 31 (C): -0.043, atom 32 (C): -0.158, atom 33 (C): -0.015, atom 34 (C): -0.051, atom 35 (C): -0.115, atom 36 (N): -0.067, atom 37 (C): -0.149, atom 38 (H): 0.075, atom 39 (H): 0.083, atom 40 (H): 0.086, atom 41 (H): 0.114, atom 42 (H): 0.119, atom 43 (H): 0.100, atom 44 (H): 0.120, atom 45 (H): 0.103, atom 46 (H): 0.107, atom 47 (H): 0.110, atom 48 (H): 0.116, atom 49 (H): 0.105, atom 50 (H): 0.108, atom 51 (F): 0.191, atom 52 (B): -1.096, atom 53 (F): 0.205


[2]
C22H18F3N6O4PtSSe as an isolated structure. Source: the OMol25 dataset; level of theory: wB97M-V/def2-TZVPD.

Atoms and positions in Å:
1 Pt -0.187 1.453 -0.158
2 C -2.811 1.497 1.240
3 N -1.414 1.957 1.418
4 C -0.793 1.563 2.713
5 C 0.196 0.483 2.448
6 N 0.692 0.308 1.239
7 C 1.592 -0.752 1.317
8 C 2.400 -1.355 0.359
9 C 3.195 -2.406 0.769
10 C 3.200 -2.849 2.100
11 C 2.413 -2.248 3.062
12 C 1.613 -1.194 2.642
13 N 0.728 -0.370 3.329
14 C -2.868 0.013 1.081
15 N -2.206 -0.823 1.835
16 C -2.525 -2.080 1.327
17 C -2.090 -3.343 1.729
18 C -2.570 -4.435 1.039
19 C -3.465 -4.290 -0.033
20 C -3.903 -3.049 -0.448
21 C -3.412 -1.952 0.253
22 N -3.612 -0.591 0.117
23 H -3.196 1.994 0.350
24 H -3.411 1.821 2.095
25 H -1.411 2.984 1.356
26 H -1.550 1.233 3.423
27 H -0.273 2.432 3.120
28 H 2.416 -1.010 -0.665
29 H 3.836 -2.898 0.051
30 H 3.839 -3.674 2.379
31 H 2.424 -2.581 4.091
32 H 0.448 -0.462 4.292
33 H -1.405 -3.452 2.560
34 H -2.258 -5.430 1.329
35 H -3.822 -5.174 -0.544
36 H -4.595 -2.941 -1.273
37 H -4.181 -0.131 -0.574
38 F 4.292 2.576 -4.839
39 C 3.680 2.945 -3.708
40 F 3.099 4.124 -3.924
41 F 4.623 3.099 -2.769
42 C 2.668 1.892 -3.286
43 C 2.509 0.747 -4.059
44 C 1.583 -0.203 -3.676
45 C 0.853 0.005 -2.520
46 N 1.022 1.095 -1.768
47 C 1.897 2.052 -2.143
48 S 1.997 3.509 -1.113
49 H 3.100 0.613 -4.954
50 H 1.423 -1.098 -4.258
51 H 0.120 -0.707 -2.166
52 O -1.714 5.218 -2.155
53 Se -0.891 4.279 -1.186
54 O -0.833 4.555 0.397
55 O -1.248 2.656 -1.427
56 O 0.784 4.399 -1.813

The net charge is +1. As for the spin multiplicity: 1. As for the orbital gap: 7.634 eV. The max |F| comes out at 0.32 eV/Å. The HOMO energy comes out at -11.355 eV. For the lowest unoccupied orbital energy, the calculation gives -3.72 eV.

Löwdin charges in e: atom 1 (Pt): 1.139, atom 2 (C): -0.094, atom 3 (N): -0.176, atom 4 (C): -0.072, atom 5 (C): -0.314, atom 6 (N): -0.018, atom 7 (C): -0.185, atom 8 (C): -0.005, atom 9 (C): -0.063, atom 10 (C): -0.064, atom 11 (C): 0.001, atom 12 (C): -0.167, atom 13 (N): 0.205, atom 14 (C): -0.334, atom 15 (N): 0.175, atom 16 (C): -0.215, atom 17 (C): -0.015, atom 18 (C): -0.081, atom 19 (C): -0.080, atom 20 (C): -0.014, atom 21 (C): -0.188, atom 22 (N): 0.177, atom 23 (H): 0.126, atom 24 (H): 0.143, atom 25 (H): 0.078, atom 26 (H): 0.136, atom 27 (H): 0.149, atom 28 (H): 0.092, atom 29 (H): 0.112, atom 30 (H): 0.113, atom 31 (H): 0.120, atom 32 (H): 0.182, atom 33 (H): 0.109, atom 34 (H): 0.106, atom 35 (H): 0.107, atom 36 (H): 0.114, atom 37 (H): 0.170, atom 38 (F): 0.156, atom 39 (C): -0.608, atom 40 (F): 0.167, atom 41 (F): 0.151, atom 42 (C): -0.067, atom 43 (C): 0.051, atom 44 (C): 0.007, atom 45 (C): -0.101, atom 46 (N): -0.129, atom 47 (C): -0.437, atom 48 (S): 1.026, atom 49 (H): 0.138, atom 50 (H): 0.127, atom 51 (H): 0.128, atom 52 (O): -0.346, atom 53 (Se): 0.916, atom 54 (O): -0.432, atom 55 (O): -0.565, atom 56 (O): -0.650


Q: Which relative energy (zero: lowest compared OMol25 entry of this formula, charge and spin) values were calculated for the entries above? A: 0.0; 21.8, in kcal/mol.
Q: Which energy values were calculated for the entries above? A: -56786.2645; -127811.7749, in eV.